This record from OMol25 describes a molecular structure, C44H66AlAsF6O22 in a non-equilibrium geometry. The level of theory is ωB97M-V with the def2-TZVPD basis set.

The HOMO energy comes out at -13.36 eV. The value obtained for the HOMO-LUMO gap is 8.5 eV. As for the LUMO energy: -4.86 eV.

ORCA input file:
```
! RIJCOSX wB97M-V def2-TZVPD def2/J DEFGRID3
* xyz 2 1
Al -0.633 0.238 -0.026
As -2.172 -2.729 2.125
F -1.380 -2.378 3.684
F -1.016 -1.469 1.442
F -2.921 -3.026 0.526
F -2.971 -3.814 2.913
F -3.342 -1.406 2.383
F -0.965 -3.909 1.639
O 1.636 -0.970 -1.427
C 1.839 -1.190 -2.593
O 1.775 -0.178 -3.574
C 2.350 -0.612 -4.831
C 2.188 -2.121 -4.805
C 2.172 -2.430 -3.300
H 3.344 -0.196 -4.776
H 1.766 -0.145 -5.637
H 2.911 -2.672 -5.412
H 1.260 -2.355 -5.306
H 3.130 -2.752 -2.849
H 1.443 -3.202 -3.003
O 1.413 -1.068 2.290
C 1.252 -0.943 3.450
O 0.489 0.162 3.836
C 0.504 0.300 5.236
C 1.806 -0.385 5.661
C 1.832 -1.566 4.702
H -0.454 -0.081 5.619
H 0.489 1.388 5.469
H 1.982 -0.663 6.709
H 2.641 0.266 5.390
H 1.088 -2.284 5.075
H 2.763 -2.080 4.448
O -1.333 0.934 1.845
C -2.397 1.165 2.352
O -3.367 1.661 1.616
C -4.620 1.703 2.324
C -4.323 1.295 3.790
C -2.826 1.091 3.763
H -5.194 0.966 1.715
H -5.093 2.651 2.181
H -4.922 0.452 4.146
H -4.560 2.086 4.483
H -2.432 0.165 4.153
H -2.322 1.857 4.370
O 1.012 1.158 0.858
C 1.373 2.007 1.712
O 2.581 2.069 2.202
C 2.654 3.258 3.155
C 1.274 3.532 3.556
C 0.504 3.021 2.305
H 3.231 4.046 2.680
H 3.311 2.921 3.947
H 1.026 4.578 3.747
H 1.058 2.958 4.426
H 0.153 3.732 1.603
H -0.395 2.592 2.685
O -1.018 -1.903 -1.170
C -1.428 -2.856 -1.722
O -2.169 -2.771 -2.855
C -2.509 -4.096 -3.414
C -2.348 -5.017 -2.213
C -1.253 -4.343 -1.398
H -1.775 -4.224 -4.214
H -3.464 -3.930 -3.912
H -2.159 -6.038 -2.548
H -3.269 -5.037 -1.640
H -0.254 -4.571 -1.805
H -1.239 -4.539 -0.358
O 1.156 -2.986 0.019
C 1.463 -3.937 0.634
O 1.528 -5.104 0.024
C 1.497 -6.165 0.971
C 2.040 -5.613 2.264
C 2.038 -4.055 2.012
H 2.072 -6.977 0.499
H 0.481 -6.577 1.020
H 3.047 -5.978 2.440
H 1.470 -5.846 3.159
H 2.980 -3.539 2.145
H 1.359 -3.601 2.746
O -1.445 3.022 -0.439
C -1.895 4.105 -0.484
O -1.102 5.102 -0.091
C -1.797 6.382 -0.023
C -3.146 6.086 -0.704
C -3.268 4.519 -0.911
H -1.292 7.061 -0.687
H -1.887 6.794 1.005
H -3.239 6.613 -1.664
H -3.952 6.443 -0.048
H -3.311 4.295 -1.993
H -4.138 4.033 -0.447
O 3.449 0.267 0.443
C 4.012 -0.711 0.748
O 4.649 -0.862 1.944
C 5.778 -1.756 1.795
C 5.546 -2.605 0.492
C 4.345 -1.939 -0.144
H 5.808 -2.443 2.653
H 6.685 -1.162 1.763
H 5.424 -3.690 0.673
H 6.403 -2.494 -0.197
H 3.441 -2.523 -0.132
H 4.478 -1.617 -1.183
O -0.922 0.545 -2.330
C -0.853 0.843 -3.515
O -1.160 0.073 -4.531
C -1.180 0.878 -5.748
C -1.220 2.333 -5.249
C -0.423 2.226 -3.925
H -2.098 0.618 -6.263
H -0.285 0.770 -6.338
H -2.240 2.580 -4.962
H -0.858 2.981 -6.012
H -0.642 2.848 -3.080
H 0.647 2.200 -4.148
O -2.525 -0.053 -0.068
C -3.510 0.022 -0.816
O -3.645 1.066 -1.558
C -5.010 1.035 -2.252
C -5.758 0.053 -1.410
C -4.669 -0.926 -0.971
H -4.765 0.742 -3.281
H -5.308 2.089 -2.220
H -6.565 -0.475 -1.876
H -6.140 0.555 -0.517
H -4.337 -1.600 -1.783
H -4.766 -1.539 -0.067
O 1.203 1.874 -1.688
C 2.170 2.491 -1.385
O 2.024 3.555 -0.535
C 3.282 4.209 -0.395
C 4.100 3.794 -1.603
C 3.618 2.378 -1.759
H 3.751 3.835 0.526
H 3.003 5.270 -0.238
H 5.154 3.962 -1.499
H 3.794 4.402 -2.440
H 4.050 1.620 -1.051
H 3.677 1.900 -2.736
*
```

=====

This record from OMol25 describes 9 unconnected molecules or ions with the total composition C12H42O10 in a non-equilibrium geometry. The level of theory is ωB97M-V with the def2-TZVPD basis set.

The HOMO energy comes out at -9.74 eV. For the energy above the lowest of the compared OMol25 structures with the same formula, charge and spin, the calculation gives 65.7 kJ/mol. The value obtained for the HOMO-LUMO gap is 10.0 eV. As for the LUMO energy: 0.26 eV.

ORCA input file:
```
! RIJCOSX wB97M-V def2-TZVPD def2/J DEFGRID3
* xyz 0 1
C -9.039 -6.020 4.582
C -8.666 -6.991 3.480
O -7.259 -7.366 3.638
O -10.380 -5.707 4.261
H -8.359 -5.213 4.553
H -9.038 -6.609 5.466
H -8.686 -6.413 2.565
H -9.349 -7.856 3.507
H -7.267 -8.336 3.712
H -10.621 -4.837 4.456
O -7.908 -9.038 6.254
H -8.410 -8.478 6.883
H -7.275 -8.451 5.880
O -9.943 -10.639 5.246
H -9.445 -10.069 5.798
H -10.877 -10.521 5.512
O -12.170 -6.258 6.998
H -12.972 -5.725 7.136
H -11.855 -6.062 6.086
C -15.871 -6.733 7.826
C -15.455 -5.640 8.744
O -14.517 -4.881 7.977
H -16.213 -6.300 6.867
H -16.749 -7.290 8.142
H -15.084 -7.397 7.430
H -15.012 -6.036 9.612
H -16.314 -5.030 9.205
H -14.342 -4.082 8.483
C -13.144 -8.763 3.007
C -11.777 -8.759 2.352
O -11.546 -7.525 1.713
H -13.879 -8.495 2.255
H -13.175 -7.983 3.745
H -13.435 -9.681 3.470
H -11.791 -9.476 1.507
H -10.976 -9.159 2.951
H -11.283 -6.882 2.412
C -12.979 -12.228 4.961
C -13.273 -11.676 6.344
O -12.860 -10.291 6.189
H -13.405 -13.254 4.739
H -11.920 -12.394 4.820
H -13.384 -11.548 4.192
H -12.665 -12.073 7.163
H -14.265 -11.763 6.708
H -13.071 -9.763 6.978
C -8.566 -11.969 2.338
C -8.105 -10.514 2.476
O -7.467 -10.189 3.727
H -8.996 -12.137 1.350
H -9.168 -12.398 3.091
H -7.703 -12.683 2.493
H -9.020 -9.907 2.316
H -7.490 -10.243 1.611
H -8.103 -10.086 4.485
C -11.402 -9.022 9.707
C -9.917 -8.703 9.419
O -9.807 -8.307 8.056
H -11.702 -9.766 8.927
H -11.964 -8.134 9.404
H -11.587 -9.296 10.699
H -9.271 -9.625 9.482
H -9.590 -7.920 10.082
H -10.624 -7.973 7.739
*
```

=====

This record from OMol25 describes a molecular structure, C32H37BeN3O2PSe in a non-equilibrium geometry. The level of theory is ωB97M-V with the def2-TZVPD basis set.

The HOMO energy (alpha / beta) comes out at -3.14 / -3.14 eV. For the energy above the lowest of the compared OMol25 structures with the same formula, charge and spin, the calculation gives 985.4 kJ/mol. The value obtained for the HOMO-LUMO gap (alpha / beta) is 5.4 / 5.2 eV. As for the LUMO energy (alpha / beta): 2.27 / 2.03 eV.

ORCA input file:
```
! RIJCOSX wB97M-V def2-TZVPD def2/J DEFGRID3
* xyz -1 1
Be 1.054 -0.106 -0.274
N -0.910 0.692 -1.322
P -1.692 1.230 0.241
C -0.575 2.107 1.441
C -0.165 3.394 1.253
C 0.596 3.902 2.352
C 0.808 3.165 3.512
C 0.287 1.868 3.668
C -0.431 1.352 2.619
C -2.456 2.741 -0.519
C -3.580 3.259 0.126
C -4.213 4.401 -0.342
C -3.742 5.041 -1.480
C -2.633 4.534 -2.139
C -1.994 3.396 -1.663
C -0.792 -0.718 -1.240
C -1.068 -1.579 -2.260
C -1.265 -2.937 -1.860
C -0.973 -3.332 -0.602
C -0.294 -2.435 0.308
N -0.432 -1.054 0.034
H -1.603 1.004 -1.990
H -0.405 3.969 0.376
H 1.028 4.888 2.543
H 1.405 3.617 4.293
H 0.461 1.302 4.573
H -0.872 0.363 2.648
H -3.955 2.757 1.011
H -5.081 4.787 0.179
H -4.238 5.930 -1.851
H -2.251 5.031 -3.023
H -1.105 3.034 -2.165
H -1.292 -1.214 -3.252
H -1.670 -3.651 -2.567
H -1.189 -4.337 -0.264
H -0.257 -2.665 1.362
O 1.467 2.237 -0.765
C 2.331 3.004 -1.126
C 2.174 4.462 -1.559
C 1.903 4.507 -3.055
C 2.800 3.660 -3.991
C 2.686 2.139 -3.795
C 3.542 1.586 -2.649
N 3.567 2.508 -1.517
H 3.128 4.942 -1.317
H 1.237 4.623 0.994
H 1.962 5.552 -3.370
H 0.873 4.178 -3.235
H 3.848 3.968 -3.886
H 2.516 3.910 -5.016
H 3.006 1.632 -4.710
H 1.636 1.870 -3.645
H 4.577 1.459 -2.974
H 3.184 0.624 -2.264
H 4.226 3.265 -1.643
C 1.439 -9.286 0.509
C 1.546 -7.793 0.350
C 1.706 -6.958 1.448
C 1.800 -5.577 1.311
C 1.972 -4.735 2.548
C 1.742 -4.976 0.040
Se 1.941 -3.048 -0.162
C 1.584 -5.820 -1.078
C 1.544 -5.295 -2.493
C 1.492 -7.199 -0.902
H 1.502 -9.572 1.560
H 2.237 -9.806 -0.026
H 0.492 -9.665 0.117
H 1.755 -7.394 2.442
H 2.009 -5.363 3.441
H 1.157 -4.017 2.655
H 2.881 -4.136 2.483
H 1.632 -4.212 -2.507
H 0.608 -5.578 -2.983
H 2.360 -5.724 -3.081
H 1.373 -7.828 -1.782
O 2.387 -0.317 -0.492
*
```

=====

This record from OMol25 describes a molecular structure, CHBrCl2O in a non-equilibrium geometry. The level of theory is ωB97M-V with the def2-TZVPD basis set.

The HOMO energy comes out at -10.79 eV. For the energy above the lowest of the compared OMol25 structures with the same formula, charge and spin, the calculation gives 126.0 kJ/mol. The value obtained for the HOMO-LUMO gap is 10.8 eV. As for the LUMO energy: 0.01 eV.

ORCA input file:
```
! RIJCOSX wB97M-V def2-TZVPD def2/J DEFGRID3
* xyz 0 1
C -0.445 -0.155 1.825
O 0.394 -0.353 0.429
Cl -0.682 1.624 1.895
Cl 0.367 -0.884 3.112
Br -2.063 -1.211 1.507
H -0.109 0.216 -0.137
*
```

=====

This record from OMol25 describes a molecular structure, C35H30CrNP2 in a non-equilibrium geometry. The level of theory is ωB97M-V with the def2-TZVPD basis set.

The HOMO energy (alpha / beta) comes out at -2.47 / -3.32 eV. The value obtained for the HOMO-LUMO gap (alpha / beta) is 4.9 / 5.7 eV. As for the LUMO energy (alpha / beta): 2.41 / 2.41 eV.

ORCA input file:
```
! RIJCOSX wB97M-V def2-TZVPD def2/J DEFGRID3
* xyz -1 5
Cr -1.853 -1.488 -1.377
N 1.431 -0.257 -0.435
P 1.675 -1.696 0.501
C 2.745 -1.132 1.888
C 2.682 -1.613 3.181
C 3.659 -1.453 4.082
C 4.714 -0.602 3.764
C 4.813 -0.058 2.494
C 3.795 -0.309 1.550
C 3.085 -2.419 -0.555
C 2.877 -2.484 -1.967
C 3.824 -3.012 -2.784
C 5.060 -3.381 -2.330
C 5.295 -3.285 -0.991
C 4.330 -2.781 -0.118
P -0.113 0.250 -0.684
C 0.219 1.338 -2.115
C 0.051 2.716 -2.045
C 0.339 3.570 -3.048
C 0.798 2.975 -4.232
C 0.901 1.577 -4.437
C 0.613 0.782 -3.317
C -0.352 1.503 0.614
C -1.669 2.117 0.762
C -1.814 3.225 1.615
C -0.683 3.664 2.404
C 0.435 2.946 2.319
C 0.638 1.857 1.518
H 2.161 0.354 -0.791
H 1.864 -2.267 3.433
H 3.628 -1.951 5.027
H 5.505 -0.548 4.578
H 5.607 0.575 2.101
H 3.878 -0.058 0.492
H 1.943 -2.200 -2.381
H 3.448 -3.043 -3.806
H 5.804 -3.804 -2.997
H 6.271 -3.533 -0.617
H 4.511 -2.689 0.937
H -0.306 3.021 -1.083
H 0.309 4.623 -2.886
H 0.898 3.529 -5.144
H 1.106 1.116 -5.405
H 0.615 -0.382 -3.354
H -2.457 1.847 0.104
H -2.755 3.733 1.611
H -0.683 4.611 2.984
H 1.336 3.266 2.893
H 1.618 1.424 1.448
C -5.649 -0.634 3.212
C -4.385 -1.299 2.888
C -3.944 -1.155 1.623
C -4.640 -0.471 0.540
C -3.993 -0.400 -0.755
C -4.656 0.434 -1.656
C -5.929 1.023 -1.349
C -6.531 0.862 -0.144
C -5.885 0.086 0.853
C -6.349 -0.004 2.203
H -6.057 -0.705 4.257
H -3.728 -1.631 3.664
H -3.010 -1.555 1.319
H -4.192 0.438 -2.656
H -6.360 1.776 -2.132
H -7.449 1.288 0.132
H -7.290 0.513 2.548
C -0.855 -2.678 -2.374
H -0.167 -3.515 -2.041
H -0.727 -2.545 -3.529
*
```

=====

This record from OMol25 describes 5 unconnected molecules or ions with the total composition C38H57FN5O2S. The level of theory is ωB97M-V with the def2-TZVPD basis set.

The HOMO energy comes out at -11.04 eV. For the energy above the lowest of the compared OMol25 structures with the same formula, charge and spin, the calculation gives 0.0 kJ/mol. The value obtained for the HOMO-LUMO gap is 8.4 eV. As for the LUMO energy: -2.65 eV.

ORCA input file:
```
! RIJCOSX wB97M-V def2-TZVPD def2/J DEFGRID3
* xyz 1 1
C 8.266 -1.727 -1.251
O 8.384 -0.321 -1.351
C 8.734 0.325 -0.142
C 7.549 0.492 0.797
C 6.443 1.378 0.208
C 6.050 2.543 1.116
C 5.054 3.506 0.475
C 3.742 2.836 0.059
C 2.575 3.805 -0.147
C 1.221 3.126 0.078
C 0.883 3.005 1.567
C -0.101 1.893 1.897
N -1.531 2.335 1.614
C -2.065 1.766 0.322
C -2.874 0.525 0.625
C -3.197 -0.199 -0.665
C -4.186 -1.366 -0.572
C -4.151 -2.154 0.716
F -2.825 -2.442 1.072
O -4.076 0.928 1.275
C -3.915 1.910 2.282
C -2.482 2.071 2.776
S -2.387 3.428 3.962
H 7.401 -2.055 -1.828
H 9.161 -2.209 -1.655
H 8.133 -2.056 -0.217
H 9.552 -0.211 0.356
H 9.114 1.307 -0.436
H 7.152 -0.495 1.048
H 7.919 0.914 1.738
H 6.766 1.781 -0.759
H 5.555 0.781 -0.017
H 6.955 3.093 1.395
H 5.628 2.154 2.051
H 4.836 4.324 1.170
H 5.522 3.967 -0.402
H 3.472 2.091 0.822
H 3.893 2.268 -0.862
H 2.673 4.652 0.541
H 2.605 4.231 -1.151
H 1.254 2.126 -0.372
H 0.436 3.671 -0.458
H 1.793 2.831 2.147
H 0.482 3.956 1.941
H 0.075 1.028 1.256
H -0.040 1.558 2.931
H -1.483 3.350 1.511
H -1.213 1.576 -0.328
H -2.706 2.515 -0.144
H -2.310 -0.151 1.282
H -2.245 -0.550 -1.071
H -3.592 0.534 -1.375
H -3.999 -2.034 -1.414
H -5.208 -0.998 -0.687
H -4.666 -3.106 0.606
H -4.583 -1.605 1.551
H -4.515 1.622 3.146
H -4.301 2.876 1.929
H -2.128 1.157 3.245
H -1.596 2.790 4.834
N -7.800 -5.926 1.987
C -6.529 -5.850 1.602
C -5.542 -5.213 2.341
C -5.892 -4.629 3.548
C -7.211 -4.706 3.963
C -8.124 -5.363 3.148
H -6.287 -6.322 0.656
H -4.521 -5.189 1.982
H -5.148 -4.130 4.157
H -7.534 -4.274 4.900
H -9.163 -5.442 3.445
N 1.070 0.315 -3.313
C 1.349 -0.149 -4.530
C 0.883 -1.366 -5.009
C 0.088 -2.148 -4.187
C -0.208 -1.675 -2.918
C 0.308 -0.449 -2.536
H 1.967 0.485 -5.155
H 1.130 -1.685 -6.013
H -0.301 -3.097 -4.532
H -0.820 -2.249 -2.233
H 0.100 -0.057 -1.543
N -2.517 0.333 -7.694
C -3.376 1.281 -8.059
C -3.674 2.389 -7.277
C -3.044 2.521 -6.050
C -2.148 1.539 -5.657
C -1.921 0.471 -6.513
H -3.850 1.151 -9.025
H -4.379 3.129 -7.630
H -3.245 3.377 -5.418
H -1.616 1.598 -4.715
H -1.221 -0.308 -6.234
N 0.954 -3.272 3.011
C 0.010 -2.344 2.891
C -0.198 -1.350 3.839
C 0.609 -1.316 4.966
C 1.590 -2.284 5.099
C 1.720 -3.236 4.097
H -0.614 -2.406 2.006
H -0.994 -0.628 3.699
H 0.477 -0.558 5.728
H 2.243 -2.308 5.961
H 2.478 -4.008 4.174
*
```

=====

This record from OMol25 describes a gas-phase ion, C16H21N2 (charge +1) in a non-equilibrium geometry. The level of theory is ωB97M-V with the def2-TZVPD basis set.

The HOMO energy comes out at -12.41 eV. For the energy above the lowest of the compared OMol25 structures with the same formula, charge and spin, the calculation gives 233.9 kJ/mol. The value obtained for the HOMO-LUMO gap is 9.5 eV. As for the LUMO energy: -2.96 eV.

ORCA input file:
```
! RIJCOSX wB97M-V def2-TZVPD def2/J DEFGRID3
* xyz 1 1
C -1.489 2.671 4.303
C -1.093 1.776 3.153
C -0.148 0.773 3.353
C 0.246 -0.021 2.288
C -0.146 0.243 0.958
C 0.398 -0.688 -0.087
C -0.529 -1.278 -1.120
C -0.057 -2.414 -1.797
C -0.625 -2.867 -2.975
C -1.762 -2.233 -3.473
C -2.400 -1.245 -2.702
C -1.866 -0.886 -1.448
C -1.107 1.249 0.747
C -1.627 1.961 1.861
H -2.300 3.330 4.019
H -1.755 2.152 5.226
H -0.611 3.276 4.521
H 0.257 0.632 4.373
H 0.914 -0.859 2.502
H 1.024 -1.491 0.357
H 0.836 -2.893 -1.429
H -0.187 -3.703 -3.507
H -2.228 -2.562 -4.402
H -3.330 -0.768 -3.066
H -2.491 -0.274 -0.764
H -1.445 1.521 -0.266
H -2.450 2.680 1.740
C 2.721 0.461 0.151
N 1.735 -0.047 -0.842
C 2.437 -0.842 -1.882
N 1.197 1.102 -1.511
H 3.298 -0.358 0.615
H 3.393 1.159 -0.394
H 2.202 1.053 0.902
H 2.993 -1.689 -1.459
H 1.708 -1.177 -2.607
H 3.100 -0.137 -2.421
H 0.466 0.735 -2.128
H 0.723 1.658 -0.789
*
```